Molecular formula: C37H56GeN2OS2SeSiTi
Method: DFT, the ωB97M-V functional and the def2-TZVPD basis

Geometry as XYZ:
```
102
Properties=species:S:1:pos:R:3:forces:R:3
Ti 0.382 -0.156 1.581 0.0 -0.5 1.8
C 3.267 4.691 1.832 0.0 0.0 0.0
C 2.664 3.557 0.997 0.0 0.0 0.0
C 2.754 3.872 -0.490 0.0 0.0 -0.1
C 1.264 3.258 1.487 0.0 0.0 0.0
C 0.126 3.868 0.982 0.0 0.0 0.0
C -1.126 3.654 1.556 0.0 0.0 0.0
C -1.290 2.828 2.657 0.0 0.0 0.0
C -2.620 2.668 3.337 0.0 0.0 0.0
C -0.153 2.173 3.151 0.1 -0.1 -0.2
C 1.097 2.393 2.576 -0.1 -0.3 0.1
H 4.306 4.865 1.549 0.0 0.0 0.0
H 3.236 4.460 2.898 0.0 0.0 0.0
H 2.715 5.620 1.676 0.0 0.0 0.0
H 3.251 2.651 1.184 0.0 0.0 0.0
H 2.169 4.756 -0.752 0.0 0.0 0.0
H 2.412 3.036 -1.102 0.0 0.0 0.0
H 3.788 4.090 -0.763 0.0 0.0 0.0
H 0.204 4.540 0.136 0.0 0.0 0.0
H -1.990 4.164 1.146 0.0 0.0 0.0
H -2.627 3.197 4.292 0.0 0.0 0.0
H -2.835 1.618 3.541 0.0 0.0 0.0
H -3.428 3.072 2.727 0.0 0.0 0.0
H -0.229 1.523 4.018 0.0 0.0 0.0
H 1.965 1.907 3.012 0.0 0.0 0.0
C 0.205 -4.621 1.747 0.0 0.0 0.0
C 0.560 -3.188 2.015 0.0 -0.1 0.0
N -0.269 -2.212 1.718 0.2 0.2 0.0
N -1.577 -2.632 1.498 -0.1 0.0 0.0
C -2.423 -1.683 1.344 0.2 -0.1 -0.1
S -1.986 0.000 1.246 0.0 0.2 -0.2
S -4.099 -2.210 1.242 0.1 0.0 0.0
C -4.996 -0.702 0.796 -0.1 0.0 0.0
C -4.818 -0.212 -0.618 0.0 0.0 0.0
C -4.942 -1.076 -1.703 0.0 0.0 0.0
C -4.824 -0.601 -3.001 0.0 0.0 0.0
C -4.593 0.750 -3.233 0.0 0.0 0.0
C -4.481 1.619 -2.158 0.0 0.0 0.0
C -4.585 1.138 -0.859 0.0 0.0 0.0
C 1.815 -2.931 2.698 0.1 0.1 0.1
C 2.744 -3.977 2.910 -0.1 0.0 0.0
C 3.791 -3.845 3.783 0.0 0.0 0.0
C 3.925 -2.666 4.530 0.0 -0.1 0.0
C 3.051 -1.624 4.352 0.0 -0.1 -0.1
C 2.022 -1.714 3.396 0.0 -0.2 0.1
O 1.263 -0.657 3.215 -0.3 0.5 -0.3
H -0.777 -4.719 1.301 0.0 0.0 0.0
H 0.246 -5.205 2.665 0.0 0.0 0.0
H 0.955 -5.035 1.069 0.0 0.0 0.0
H -4.780 0.086 1.514 0.1 0.0 0.0
H -6.036 -0.996 0.963 0.0 0.0 0.0
H -5.135 -2.129 -1.532 0.0 0.0 0.0
H -4.932 -1.285 -3.834 0.0 0.0 0.0
H -4.518 1.123 -4.246 0.0 0.0 0.0
H -4.312 2.675 -2.329 0.0 0.0 0.0
H -4.490 1.818 -0.021 0.0 0.0 0.0
H 2.632 -4.911 2.379 0.0 0.0 0.0
H 4.491 -4.657 3.918 0.0 0.0 0.0
H 4.729 -2.578 5.250 0.0 0.0 0.0
H 3.143 -0.702 4.909 0.0 0.0 0.0
C 4.610 -2.296 0.060 -0.1 0.1 0.0
Si 4.390 -0.455 0.230 0.3 -0.3 0.1
C 5.207 0.493 -1.148 -0.1 0.0 0.0
C 4.928 0.167 1.900 -0.1 0.0 -0.1
Se 2.133 0.012 -0.007 -0.2 0.2 -0.7
H 5.672 -2.550 0.031 0.0 0.0 0.0
H 4.145 -2.669 -0.854 0.0 0.0 0.0
H 4.157 -2.811 0.909 0.0 0.0 0.0
H 6.260 0.207 -1.198 0.0 0.0 0.0
H 5.156 1.569 -0.973 0.0 0.0 0.0
H 4.753 0.287 -2.118 0.0 0.0 0.0
H 6.005 0.010 2.006 0.0 0.0 0.0
H 4.422 -0.370 2.701 0.0 0.0 0.0
H 4.733 1.234 2.020 0.0 0.0 0.0
C -3.007 -4.120 -4.864 0.0 0.0 -0.1
C -2.722 -3.944 -3.381 0.0 0.0 0.1
C -1.871 -2.706 -3.102 0.0 0.0 0.0
C -1.712 -2.476 -1.589 0.0 0.0 0.1
Ge -0.486 -0.991 -1.549 0.4 0.1 -0.3
C -1.091 0.765 -2.079 0.0 -0.2 -0.2
C -0.085 1.907 -2.117 0.0 0.0 0.0
C -0.740 3.232 -2.501 0.0 0.0 0.0
C -1.349 3.234 -3.896 0.0 0.0 -0.1
H -3.595 -5.018 -5.049 0.0 0.0 0.0
H -2.081 -4.205 -5.436 0.0 0.0 0.0
H -3.563 -3.269 -5.263 0.0 0.0 0.0
H -2.206 -4.823 -2.984 0.0 0.0 0.0
H -3.657 -3.864 -2.818 0.0 0.0 0.0
H -2.351 -1.835 -3.562 0.0 0.0 0.0
H -0.899 -2.826 -3.597 0.0 0.0 0.0
H -1.289 -3.345 -1.084 0.0 0.0 -0.1
H -2.672 -2.249 -1.135 0.0 0.0 0.0
H 0.822 -1.460 -2.177 0.0 0.0 -0.2
H -1.443 0.512 -3.093 0.0 0.1 0.0
H -1.981 1.016 -1.504 0.0 -0.1 0.1
H 0.721 1.673 -2.821 0.0 0.0 0.0
H 0.393 2.011 -1.141 -0.1 0.0 0.0
H 0.015 4.019 -2.429 0.0 0.0 0.0
H -1.506 3.476 -1.757 0.0 0.0 0.0
H -0.601 2.978 -4.650 0.0 0.0 0.0
H -1.752 4.214 -4.151 0.0 0.0 0.0
H -2.168 2.516 -3.983 0.0 0.0 0.0
```
Forces are in eV/Å.

The value obtained for the orbital gap (alpha / beta) is 6.44 / 6.41 eV. The net charge is +1. The spin multiplicity is 2. The value obtained for the total energy is -218829.5886 eV.

These are the Mulliken partial charges, in e, on atoms 1 to 8: atom 1 (Ti): 0.1459, atom 2 (C): -1.7033, atom 3 (C): 1.8832, atom 4 (C): -1.4424, atom 5 (C): 0.7456, atom 6 (C): -0.0084, atom 7 (C): -0.9450, atom 8 (C): 0.5443